--- 1 ---
Here is a cluster of 2 separate species, C4H10N2O2 in total from the OMol25 dataset. Energies are from the ωB97M-V functional and the def2-TZVPD basis.

Cartesian coordinates (Å):
1 C -2.026 1.088 -0.450
2 N -1.455 0.592 0.811
3 N -0.149 0.421 0.974
4 C 0.769 0.362 0.063
5 C 2.186 0.152 0.517
6 O 0.626 0.860 -1.220
7 H -1.537 2.016 -0.741
8 H -3.082 1.272 -0.260
9 H -1.932 0.357 -1.257
10 H -1.813 -0.490 0.937
11 H 2.191 -0.253 1.524
12 H 2.705 -0.540 -0.151
13 H 2.726 1.102 0.517
14 H 1.492 0.950 -1.632
15 C -0.139 -1.902 0.097
16 O -1.362 -1.871 0.314
17 H 0.558 -2.201 0.889
18 H 0.241 -1.914 -0.933

Values from the calculation:
HOMO-LUMO gap in hartree: 0.3254
Molecular weight in g mol⁻¹: 118.1
SMILES string: CN/N=C(/C)O.C=O

--- 2 ---
Here is a structure of composition C4H10N2O2 from the OMol25 dataset. Energies are from the ωB97M-V functional and the def2-TZVPD basis.

Cartesian coordinates (Å):
1 C -1.803 -1.255 0.167
2 C -0.990 1.116 -0.038
3 C -0.926 -0.228 -0.519
4 O -0.889 1.427 1.172
5 H 0.141 0.408 1.618
6 H -0.990 1.918 -0.797
7 H -0.885 -0.315 -1.603
8 H -1.776 -1.124 1.247
9 H -2.838 -1.155 -0.167
10 H -1.473 -2.271 -0.060
11 N 1.831 -0.020 -0.607
12 N 2.118 1.347 -0.455
13 C 0.848 -0.660 0.142
14 O 0.813 -0.376 1.449
15 H 2.365 -0.529 -1.294
16 H 2.354 1.542 0.514
17 H 1.294 1.901 -0.678
18 H 0.805 -1.726 -0.088

Values from the calculation:
HOMO-LUMO gap in hartree: 0.3428
Molecular weight in g mol⁻¹: 118.1

--- 3 ---
Here is the molecule C4H10N2O2 from the OMol25 dataset. Energies are from the ωB97M-V functional and the def2-TZVPD basis.

Cartesian coordinates (Å):
1 C -0.675 2.518 0.418
2 N -1.447 1.378 0.501
3 C -1.054 0.107 0.255
4 O -1.808 -0.835 0.435
5 C 0.320 -0.216 -0.519
6 N 1.460 0.500 0.053
7 C 0.641 -1.694 -0.413
8 O 1.996 -1.932 -0.641
9 H 0.327 2.195 0.354
10 H -0.647 2.948 1.405
11 H -1.041 3.303 -0.304
12 H -2.361 1.423 1.101
13 H 0.167 0.209 -1.627
14 H 1.744 0.142 0.958
15 H 2.244 0.446 -0.529
16 H 0.401 -2.214 0.526
17 H -0.007 -2.221 -1.098
18 H 2.185 -1.523 -1.476

Values from the calculation:
HOMO-LUMO gap in hartree: 0.3654
Molecular weight in g mol⁻¹: 118.1
SMILES string: CNC(=O)[C@@H](N)CO

--- 4 ---
Here is the molecule C4H10N2O2 from the OMol25 dataset. Energies are from the ωB97M-V functional and the def2-TZVPD basis.

Cartesian coordinates (Å):
1 C -1.893 -1.349 1.086
2 N -0.913 -0.403 1.611
3 C 0.206 0.215 1.145
4 O 0.856 0.905 1.925
5 C 0.772 0.089 -0.292
6 N -0.140 -0.605 -1.198
7 C 1.172 1.462 -0.792
8 O 1.749 1.377 -2.095
9 H -2.741 -1.270 1.769
10 H -1.540 -2.384 1.131
11 H -2.222 -1.172 0.075
12 H -1.123 -0.148 2.549
13 H 1.660 -0.533 -0.159
14 H -0.804 0.007 -1.668
15 H 0.407 -0.992 -1.968
16 H 0.442 2.275 -0.833
17 H 1.885 1.964 -0.120
18 H 2.226 0.561 -2.167

Values from the calculation:
HOMO-LUMO gap in hartree: 0.3694
Molecular weight in g mol⁻¹: 118.1
SMILES string: CNC(=O)[C@@H](N)CO

Stability verdict: 4, ahead by 66.3 kJ/mol

--- 1 ---
Here is a cluster of 2 separate species, C4H10N2O2 in total from the OMol25 dataset. Energies are from the ωB97M-V functional and the def2-TZVPD basis.

Cartesian coordinates (Å):
1 N 1.812 -0.366 1.347
2 C 1.050 -1.286 0.619
3 C -0.244 -1.510 0.964
4 O -0.821 -0.802 1.963
5 H 2.731 -0.755 1.555
6 H 2.032 0.412 0.703
7 H 1.607 -2.010 0.031
8 H -0.877 -2.280 0.548
9 H -0.100 -0.183 2.240
10 C -1.928 1.022 -1.109
11 N -0.563 1.228 -0.695
12 C 0.539 0.637 -1.307
13 O 1.675 1.091 -1.150
14 H -2.002 0.213 -1.840
15 H -2.317 1.950 -1.536
16 H -2.512 0.768 -0.221
17 H -0.345 1.901 0.029
18 H 0.262 -0.029 -2.142

Values from the calculation:
HOMO-LUMO gap in hartree: 0.3432
Molecular weight in g mol⁻¹: 118.1
SMILES string: N/C=C\O.CNC=O

--- 2 ---
Here is the molecule C4H10N2O2 from the OMol25 dataset. Energies are from the ωB97M-V functional and the def2-TZVPD basis.

Cartesian coordinates (Å):
1 C -0.716 2.022 0.162
2 C 1.372 0.613 -0.031
3 C 0.023 0.724 0.407
4 O 2.377 0.102 0.675
5 H 2.030 -0.624 1.225
6 H 1.723 1.167 -0.894
7 H -0.134 0.329 1.408
8 H -0.464 2.448 -0.811
9 H -1.794 1.843 0.168
10 H -0.509 2.766 0.933
11 N 0.561 -1.352 -0.801
12 C -0.739 -0.702 -0.571
13 O 0.865 -2.150 0.332
14 N -1.546 -1.496 0.127
15 H -0.068 -2.275 0.700
16 H 0.602 -1.959 -1.620
17 H -2.524 -1.246 0.091
18 H -1.059 -0.210 -1.500

Values from the calculation:
HOMO-LUMO gap (alpha / beta) in hartree: 0.2877 / 0.2878
Molecular weight in g mol⁻¹: 118.1

Stability verdict: 1, ahead by 364.7 kJ/mol